{
  "formula": "C3H18N6O6",
  "method": "wB97M-V/def2-TZVPD",
  "e_tot_ha": -905.14298,
  "e_above_lowest_kcal_mol": 54.22,
  "smiles": "NC(N)=O.NC(N)=O.NC(N)=O.O.O.O",
  "symbols": ["N", "C", "N", "O", "H", "H", "H", "H", "N", "C", "N", "O", "H", "H", "H", "H", "N", "C", "N", "O", "H", "H", "H", "H", "O", "H", "H", "O", "H", "H", "O", "H", "H"],
  "xyz": [[-1.1421, -1.7232, -4.1931], [0.1762, -1.5894, -4.0457], [0.7623, -2.6624, -3.5675], [0.8097, -0.5792, -4.2050], [-1.6431, -0.8517, -4.2910], [-1.7269, -2.4985, -3.9153], [1.7550, -2.5433, -3.4239], [0.4048, -3.5716, -3.3113], [-1.8906, 2.5865, 1.8597], [-1.1371, 2.5310, 2.9786], [-1.3370, 1.3860, 3.5397], [-0.4960, 3.4639, 3.4284], [-1.9511, 3.4461, 1.3330], [-2.3909, 1.7258, 1.6894], [-2.1371, 0.8275, 3.2788], [-0.9046, 1.1384, 4.4182], [0.4385, -1.8474, 0.1279], [0.3456, -0.5762, 0.2323], [0.3848, -0.2508, 1.5370], [0.1893, 0.3025, -0.6250], [0.2349, -2.3163, 0.9990], [0.6574, -2.3392, -0.7266], [-0.0229, 0.6562, 1.7136], [0.4673, -0.9156, 2.2929], [2.2736, 0.4897, -1.9850], [1.4840, 0.6026, -1.4559], [1.9830, -0.0134, -2.7457], [-1.2184, 2.1230, -1.9294], [-0.4145, 1.6403, -1.7371], [-1.8808, 1.7190, -1.3687], [2.2575, -0.0645, 4.7367], [2.7262, -0.4331, 3.9878], [2.9432, 0.1374, 5.3732]],
  "forces_ev_per_angstrom": [[-2.671, 1.054, -0.800], [-0.834, 0.218, 0.779], [2.901, -3.068, 1.503], [0.353, 1.475, -0.841], [0.098, -0.088, -0.150], [0.677, -0.006, 0.025], [-0.094, -0.145, -0.098], [-0.425, 0.452, -0.400], [-0.250, 0.237, -1.136], [-0.311, 4.148, -0.705], [-0.058, -4.849, 3.111], [0.545, -0.243, -0.125], [-0.126, -0.492, -0.088], [-0.218, 0.894, -0.981], [0.330, 0.082, 0.246], [0.029, 0.327, -0.170], [0.255, -4.707, -1.356], [-0.470, 3.776, 0.632], [-0.437, 1.938, 1.180], [-0.463, -1.240, 0.713], [0.377, -0.674, -0.799], [-0.233, 0.156, 0.158], [0.360, -0.142, 0.514], [-0.045, 0.365, -0.194], [1.463, 0.045, -0.201], [-0.113, 0.040, 0.036], [-0.210, 0.070, -0.509], [-0.520, 0.652, -0.513], [0.098, -0.141, 0.109], [0.047, -0.135, 0.116], [-0.350, -0.108, -0.004], [0.158, 0.000, -0.245], [0.136, 0.108, 0.194]],
  "lowdin_charge": [0.168, -0.753, 0.155, 0.058, 0.115, 0.105, 0.119, 0.108, 0.157, -0.766, 0.141, 0.049, 0.123, 0.094, 0.113, 0.127, 0.197, -0.666, 0.173, -0.009, 0.118, 0.116, 0.079, 0.103, -0.072, -0.056, -0.024, -0.065, -0.013, 0.008, -0.059, 0.025, 0.033]
}